Record 1
C31H44BBrCl24F13I2N2O6S2 | ωB97M-V/def2-TZVPD

Atoms and positions in Å:
C 4.498 4.077 0.479
C 3.779 3.344 -0.417
C 2.261 3.127 -0.279
C 1.950 1.810 -1.048
O 2.815 0.820 -0.487
C 2.319 -0.199 0.307
O 3.121 -0.331 1.427
C 4.309 0.468 1.505
C 5.041 -0.013 2.794
C 4.818 -1.524 3.032
S 2.850 -1.777 -0.558
C 2.301 -2.035 -2.239
O 4.269 -1.591 -0.728
O 2.693 -2.986 0.212
C 0.828 -0.017 0.876
Br 1.140 0.937 2.658
C 0.188 -1.352 1.343
I -0.612 -2.572 -0.257
C -0.807 -1.304 2.572
C -2.041 -2.247 2.454
I 0.137 -2.071 4.379
N -0.037 0.991 0.174
C -1.515 0.867 0.285
C -2.084 1.839 1.361
C -3.601 1.750 1.434
F -3.991 0.467 1.473
F -3.922 2.258 2.640
C -4.359 2.613 0.377
F -5.183 3.435 0.993
F -3.529 3.410 -0.314
C -5.133 1.779 -0.714
F -4.331 0.806 -1.156
F -5.298 2.622 -1.734
C -6.559 1.355 -0.264
F -7.318 2.414 -0.402
F -6.630 1.062 1.013
S -7.368 -0.054 -1.233
F -8.247 -0.426 0.026
F -6.252 -1.060 -0.777
F -6.604 0.351 -2.556
F -8.553 0.897 -1.687
F -8.059 -1.221 -2.029
C 0.455 1.447 -1.201
C -0.242 2.797 -1.609
N -1.351 2.580 -2.575
B 0.075 0.493 -2.434
O -1.060 -0.271 -2.541
O 0.966 0.490 -3.489
C 0.437 1.052 -4.700
C 1.213 0.650 -5.951
H 4.343 5.149 0.578
H 5.247 3.533 1.052
H 4.300 2.887 -1.259
H 1.960 3.107 0.769
H 1.824 4.022 -0.745
H 2.303 2.001 -2.064
H 4.021 1.500 1.704
H 5.025 0.340 0.699
H 4.635 0.525 3.654
H 6.110 0.171 2.694
H 3.874 -1.714 3.546
H 4.796 -2.044 2.075
H 5.631 -1.935 3.630
H 1.236 -2.155 -2.410
H 2.722 -1.243 -2.859
H 2.796 -2.953 -2.558
H 1.022 -1.927 1.751
H -1.278 -0.340 2.736
H -1.770 -3.298 2.407
H -2.553 -2.122 3.418
H -2.763 -1.910 1.706
H 0.132 1.876 0.668
H -2.045 1.172 -0.617
H -1.924 -0.116 0.509
H -1.695 1.653 2.362
H -1.747 2.846 1.098
H 0.469 3.429 -2.137
H -0.569 3.364 -0.732
H -1.120 2.995 -3.472
H -2.149 3.114 -2.241
H -1.751 0.188 -3.040
H 0.529 2.147 -4.610
H -0.626 0.839 -4.852
H 0.957 -0.373 -6.228
H 2.277 0.802 -5.771
H 0.870 1.307 -6.751
C 8.070 -4.385 2.252
Cl 6.737 -3.864 1.218
Cl 9.589 -4.387 1.355
Cl 8.198 -3.353 3.683
H 7.869 -5.395 2.580
C 10.550 -2.496 7.222
Cl 9.222 -1.980 6.177
Cl 12.075 -2.494 6.335
Cl 10.657 -1.464 8.650
H 10.349 -3.508 7.549
C 8.681 -8.048 0.228
Cl 7.781 -7.834 1.735
Cl 8.291 -9.606 -0.499
Cl 8.353 -6.733 -0.902
H 9.738 -8.038 0.462
C -4.651 -5.262 3.222
Cl -3.486 -5.169 1.899
Cl -3.828 -5.490 4.764
Cl -5.666 -3.814 3.269
H -5.291 -6.117 3.046
C -4.486 -1.273 6.066
Cl -3.122 -2.201 6.685
Cl -4.683 0.228 6.970
Cl -4.274 -0.931 4.342
H -5.385 -1.865 6.188
C -2.434 2.928 -7.558
Cl -2.187 1.522 -6.514
Cl -1.634 4.349 -6.871
Cl -1.844 2.602 -9.181
H -3.493 3.128 -7.614
C -6.642 6.700 1.394
Cl -6.703 6.844 -0.366
Cl -5.435 7.798 2.068
Cl -8.227 7.007 2.100
H -6.352 5.687 1.640
C -5.904 -0.010 -7.657
Cl -6.843 -0.336 -9.109
Cl -4.413 -0.956 -7.652
Cl -5.550 1.720 -7.522
H -6.493 -0.301 -6.797

Its total charge is +1. The calculation puts the LUMO energy at -3.24 eV. The orbital gap is 7.189 eV. Its HOMO energy is -0.38335 hartree. The total energy comes out at -18101.5516 Eh.

Record 2
C31H44BrCuN3P2 | ωB97M-V/def2-TZVPD

Atoms and positions in Å:
N -5.144 -2.783 -7.316
C -4.789 -3.776 -6.484
C -3.950 -3.574 -5.368
C -3.440 -2.269 -5.100
C -3.817 -1.254 -6.025
C -4.685 -1.555 -7.092
C -2.636 -1.932 -3.917
Cu 0.469 -0.800 -0.436
P -0.193 1.952 4.142
C -2.304 -0.649 -3.574
C -1.992 -0.121 -2.243
C -2.574 1.056 -1.726
C -2.755 1.273 -0.329
C -2.471 0.250 0.583
C -1.633 -0.810 0.108
C -1.338 -0.986 -1.308
Br -3.181 0.265 2.333
H -2.406 -2.786 -3.287
H -2.580 0.099 -4.309
H -3.735 -4.426 -4.721
H -3.471 -0.230 -5.919
H -5.187 -4.777 -6.697
H -5.005 -0.776 -7.791
H -3.034 1.754 -2.415
H -1.032 -1.932 -1.790
H -3.218 2.192 0.026
H -1.463 -1.689 0.750
P 1.952 0.833 -0.745
C -1.441 1.013 5.126
C -2.500 1.895 5.828
H -0.882 0.430 5.894
H -1.939 0.289 4.451
H -3.398 1.298 6.020
H -2.108 2.247 6.792
H -2.796 2.770 5.227
C -0.757 2.879 2.683
C -0.293 4.341 2.844
H -1.852 2.803 2.610
H -0.339 2.393 1.784
H -0.613 4.971 2.017
H -0.694 4.768 3.765
H 0.796 4.409 2.919
C 1.116 0.830 3.651
C 2.130 0.605 4.788
H 1.592 1.259 2.754
H 0.604 -0.083 3.325
H 3.118 0.360 4.366
H 2.235 1.523 5.383
H 1.821 -0.202 5.465
C 3.770 0.873 -0.261
C 4.754 1.205 -1.381
H 3.980 -0.113 0.170
H 3.863 1.592 0.569
H 4.919 0.341 -2.031
H 4.433 2.060 -1.987
H 5.724 1.462 -0.945
C 1.583 2.671 -0.649
C 0.598 3.163 -1.701
H 2.507 3.277 -0.675
H 1.179 2.792 0.372
H 0.840 2.780 -2.708
H -0.426 2.845 -1.435
H 0.613 4.262 -1.750
C 1.965 0.406 -2.564
C 2.506 -0.982 -2.904
H 2.437 1.202 -3.163
H 0.894 0.417 -2.815
H 2.346 -1.184 -3.971
H 3.581 -1.092 -2.699
H 1.943 -1.761 -2.356
N 3.403 -6.490 3.069
C 3.062 -5.381 2.907
C 2.651 -4.040 2.619
C 3.169 -3.380 1.513
C 2.561 -2.229 1.052
N 1.477 -1.681 1.624
C 1.144 -2.159 2.844
C 1.687 -3.339 3.354
H 4.010 -3.779 0.966
H 2.921 -1.757 0.136
H 0.424 -1.627 3.465
H 1.296 -3.702 4.293

As for the spin multiplicity: 2. Its total charge is +2. The calculation puts the LUMO energy (spin up / spin down) at -5.71 / -8.41 eV. The orbital gap (spin up / spin down) is 7.244 / 4.544 eV. Its HOMO energy (spin up / spin down) is -0.47615 / -0.47614 hartree. The relative energy (zero: lowest compared OMol25 entry of this formula, charge and spin) comes out at 68.4 kcal per mole. The total energy comes out at -6268.4560 Eh.

Record 3
C31H44BrN3NiP2 | ωB97M-V/def2-TZVPD

Atoms and positions in Å:
N -6.709 5.088 -4.604
C -6.457 5.466 -3.347
C -5.577 4.767 -2.521
C -4.872 3.617 -2.989
C -5.202 3.221 -4.301
C -6.118 3.973 -5.087
C -3.877 2.918 -2.121
Ni -0.469 -0.126 0.677
P 4.842 -0.786 0.513
C -3.039 1.894 -2.487
C -1.883 1.444 -1.752
C -0.701 1.026 -2.450
C 0.564 1.362 -1.934
C 0.676 2.182 -0.806
C -0.427 1.956 0.148
C -1.743 1.689 -0.365
Br 2.194 3.195 -0.356
H -3.863 3.320 -1.111
H -3.181 1.471 -3.494
H -5.418 5.181 -1.530
H -4.738 2.330 -4.759
H -6.983 6.355 -3.016
H -6.397 3.721 -6.106
H -0.771 0.720 -3.498
H -2.585 2.046 0.241
H 1.425 1.007 -2.493
H -0.426 2.399 1.154
P -0.514 -2.088 0.173
C 4.934 1.045 0.686
C 6.213 1.640 0.101
H 4.837 1.273 1.761
H 4.060 1.421 0.126
H 6.198 2.726 0.259
H 7.121 1.235 0.567
H 6.260 1.457 -0.983
C 4.035 -0.969 -1.106
C 4.826 -2.006 -1.912
H 3.981 -0.008 -1.652
H 3.021 -1.342 -0.902
H 4.425 -2.070 -2.933
H 5.893 -1.741 -1.958
H 4.758 -3.007 -1.457
C 3.617 -1.245 1.730
C 4.323 -1.790 2.974
H 2.967 -2.041 1.327
H 3.034 -0.358 1.980
H 3.652 -2.479 3.514
H 5.244 -2.341 2.702
H 4.613 -0.992 3.676
C -0.421 -3.579 1.257
C -1.507 -4.652 1.125
H -0.372 -3.253 2.305
H 0.563 -4.020 1.030
H -2.471 -4.324 1.540
H -1.676 -4.991 0.091
H -1.183 -5.531 1.708
C 0.507 -2.646 -1.274
C -0.090 -2.410 -2.651
H 0.676 -3.738 -1.106
H 1.480 -2.138 -1.207
H -1.078 -2.872 -2.762
H -0.195 -1.351 -2.890
H 0.551 -2.846 -3.431
C -2.214 -1.910 -0.443
C -3.243 -1.676 0.664
H -2.452 -2.811 -0.993
H -2.238 -1.042 -1.123
H -4.203 -1.450 0.185
H -3.394 -2.562 1.288
H -3.026 -0.830 1.340
N -0.708 1.079 7.824
C -0.363 0.738 6.764
C -0.034 0.367 5.415
C -0.837 -0.587 4.788
C -0.670 -0.789 3.407
N 0.160 -0.011 2.635
C 1.053 0.787 3.310
C 0.974 1.007 4.696
H -1.596 -1.119 5.336
H -1.281 -1.570 2.905
H 1.863 1.304 2.758
H 1.664 1.669 5.223

As for the spin multiplicity: 3. Its total charge is +2. The calculation puts the LUMO energy (spin up / spin down) at -5.85 / -9.34 eV. The orbital gap (spin up / spin down) is 6.877 / 3.406 eV. Its HOMO energy (spin up / spin down) is -0.46776 / -0.46825 hartree. The relative energy (zero: lowest compared OMol25 entry of this formula, charge and spin) comes out at 72.2 kcal per mole. The total energy comes out at -6136.2487 Eh.

Record 4
C31H44N5O2SiSn | ωB97M-V/def2-TZVPD

Atoms and positions in Å:
Sn 1.090 1.664 0.664
C 5.170 -0.409 -2.415
C 3.815 -0.490 -2.703
C 2.944 0.483 -2.231
C 3.414 1.549 -1.470
C 4.773 1.615 -1.167
C 5.643 0.645 -1.644
N 2.470 2.472 -0.938
C 2.656 3.790 -0.978
C 3.592 4.457 -1.835
C 3.623 5.814 -1.895
C 2.762 6.635 -1.101
C 1.884 6.056 -0.253
C 1.825 4.634 -0.158
N 1.009 3.981 0.704
N 0.231 4.641 1.461
C -0.634 3.836 2.213
C -1.384 4.443 3.219
C -2.274 3.676 3.939
C -2.402 2.318 3.651
C -1.617 1.789 2.652
N -0.754 2.532 1.939
H 5.851 -1.163 -2.786
H 3.434 -1.311 -3.297
H 1.887 0.423 -2.470
H 5.142 2.420 -0.543
H 6.697 0.708 -1.400
H 4.239 3.863 -2.466
H 4.313 6.292 -2.581
H 2.816 7.711 -1.187
H 1.221 6.641 0.369
H -1.239 5.498 3.404
H -2.871 4.126 4.722
H -3.097 1.687 4.187
H -1.669 0.736 2.391
N -0.364 2.056 -1.079
C -1.785 1.638 -1.065
C -2.132 0.226 -0.627
O -3.228 -0.181 -0.909
O -1.215 -0.463 0.048
H -0.332 3.060 -1.241
H 0.124 1.641 -1.870
H -2.220 1.724 -2.058
H -2.340 2.314 -0.415
C 0.521 -3.990 1.547
C 0.302 -2.522 1.117
C 0.398 -1.664 2.394
C 1.485 -2.123 0.216
Si -1.350 -2.252 0.184
C -2.870 -2.831 1.182
C -3.005 -4.359 0.992
C -2.716 -2.567 2.690
C -4.201 -2.188 0.761
C -1.337 -2.858 -1.638
C -2.745 -2.977 -2.255
C -0.534 -1.897 -2.536
C -0.696 -4.259 -1.736
H 1.489 -4.065 2.055
H 0.541 -4.686 0.709
H -0.237 -4.336 2.252
H 1.440 -1.649 2.729
H -0.197 -2.062 3.211
H 0.092 -0.629 2.240
H 2.417 -2.234 0.781
H 1.428 -1.086 -0.116
H 1.572 -2.749 -0.672
H -2.087 -4.905 1.220
H -3.316 -4.629 -0.016
H -3.778 -4.723 1.677
H -1.935 -3.171 3.148
H -3.658 -2.836 3.180
H -2.517 -1.515 2.919
H -4.411 -2.299 -0.303
H -4.235 -1.122 0.994
H -5.004 -2.679 1.322
H -3.267 -2.023 -2.307
H -3.381 -3.679 -1.717
H -2.637 -3.361 -3.276
H -0.982 -0.899 -2.577
H -0.546 -2.283 -3.561
H 0.508 -1.794 -2.231
H -1.181 -4.984 -1.078
H 0.371 -4.260 -1.517
H -0.816 -4.626 -2.762

Its total charge is +1. The calculation puts the LUMO energy at -4.30 eV. The orbital gap is 5.951 eV. Its HOMO energy is -0.37674 hartree. The relative energy (zero: lowest compared OMol25 entry of this formula, charge and spin) comes out at 0.0 kcal per mole. The total energy comes out at -2135.6096 Eh.

Record 5
C31H44N7O13 | ωB97M-V/def2-TZVPD

Atoms and positions in Å:
C 10.102 39.313 51.011
O 10.109 38.573 50.076
O 10.416 40.633 50.749
O 9.682 39.011 52.170
H 10.415 40.644 49.822
C 9.359 36.572 56.956
C 10.390 35.612 57.734
C 11.638 35.401 56.912
C 12.014 36.120 55.584
C 10.952 37.032 55.000
C 9.525 37.085 55.617
N 13.210 35.788 54.940
O 13.478 36.420 53.829
O 14.002 35.056 55.460
H 8.588 36.733 57.384
H 10.165 35.271 58.813
H 12.310 34.808 57.502
H 11.375 37.533 54.052
H 8.824 37.946 55.214
C 9.070 34.404 52.500
C 9.483 35.487 51.399
C 9.676 35.125 49.999
C 9.501 33.670 49.517
C 9.001 32.661 50.609
C 8.785 33.127 52.114
N 9.788 33.237 48.192
O 9.677 31.982 47.876
O 10.121 34.107 47.373
H 9.128 34.838 53.383
H 9.670 36.599 51.784
H 9.884 35.752 49.182
H 8.955 31.646 50.388
H 8.587 32.252 52.707
C 13.311 39.893 53.797
C 12.164 40.688 54.396
C 12.445 41.771 55.550
C 13.974 41.935 56.066
C 15.035 41.178 55.330
C 14.703 40.318 54.068
N 14.288 42.894 57.132
O 15.433 42.978 57.558
O 13.357 43.544 57.625
H 13.140 39.138 53.104
H 11.283 40.535 53.877
H 11.598 42.402 56.092
H 15.998 41.461 55.529
H 15.636 39.712 53.654
C 12.678 42.884 51.061
O 11.662 43.613 50.886
N 13.876 43.321 50.589
C 15.005 42.533 50.924
C 14.012 44.618 50.017
H 12.659 41.896 51.659
H 15.768 42.475 50.152
H 14.894 41.541 51.168
H 15.940 42.989 51.476
H 13.415 44.750 49.160
H 15.064 45.012 49.905
H 13.502 45.292 50.670
C 4.526 37.650 50.374
O 4.376 37.679 49.142
N 5.685 37.660 51.047
C 5.844 37.714 52.495
C 6.868 37.986 50.360
H 3.835 37.688 50.967
H 4.946 37.595 53.110
H 6.310 38.605 52.944
H 6.416 36.955 52.888
H 7.282 39.073 50.647
H 6.939 38.058 49.192
H 7.665 37.239 50.858
C 16.050 38.085 49.808
O 16.010 38.896 50.870
N 14.854 38.092 49.123
C 14.756 37.149 47.941
C 13.674 38.681 49.569
H 16.867 37.370 49.580
H 14.049 36.413 47.909
H 15.701 36.970 47.662
H 14.405 37.592 47.091
H 13.905 39.794 49.744
H 13.369 38.192 50.491
H 12.660 38.541 49.021
C 10.722 42.617 47.539
O 11.801 43.061 47.038
N 10.380 41.310 47.471
C 9.100 40.777 47.847
C 11.377 40.311 46.854
H 10.038 43.240 48.022
H 8.479 40.536 47.104
H 8.665 41.484 48.424
H 9.226 39.867 48.452
H 11.359 40.878 45.865
H 11.016 39.240 46.806
H 12.421 40.349 47.306

Its total charge is -1. The calculation puts the LUMO energy at 0.48 eV. The orbital gap is 6.541 eV. Its HOMO energy is -0.22262 hartree. The relative energy (zero: lowest compared OMol25 entry of this formula, charge and spin) comes out at 54.4 kcal per mole. The total energy comes out at -2568.2578 Eh.